(1)
ORCA calculation (ωB97M-V with the def2-TZVPD basis set) on a cluster of 3 separate species, C12H32BrN2O4 in total at a distorted geometry.

```
51
Properties=species:S:1:pos:R:3:forces:R:3:lowdin_charge:R:1
Br 2.4713 -11.7036 -10.2228 -0.022 0.176 0.039 -0.514
C 2.5202 -8.6049 -6.0289 0.122 1.123 -0.480 -0.076
O 1.4296 -8.2468 -6.8990 -0.189 -0.360 0.339 -0.203
C 1.0267 -9.3542 -7.6881 0.026 0.329 0.366 -0.247
C 0.1484 -8.8842 -8.8424 1.466 0.092 -0.588 -0.066
N 0.8076 -7.7428 -9.6456 0.285 -1.398 -0.307 0.065
H 0.1013 -7.4833 -10.3193 -0.021 0.343 -0.419 0.164
H 0.9951 -6.9409 -9.0609 -0.059 0.419 0.488 0.144
C 2.1629 -8.0081 -10.3403 -0.110 2.123 0.881 -0.068
C 2.5530 -6.6351 -11.0341 -1.123 -1.192 0.215 -0.180
O 2.4353 -5.5264 -10.1348 0.887 -0.929 0.009 -0.197
C 3.3519 -4.4553 -10.3691 -0.068 0.309 -0.177 -0.083
H 2.4774 -7.9026 -5.1965 0.001 -0.263 0.088 0.091
H 3.4399 -8.4066 -6.5794 0.251 -0.119 0.036 0.086
H 2.5592 -9.6392 -5.6869 -0.537 -0.013 -0.029 0.094
H 0.4290 -10.0476 -7.0964 -0.210 -0.133 0.085 0.133
H 1.9298 -9.9025 -7.9561 -0.209 -0.149 -0.858 0.051
H -0.8330 -8.5054 -8.5567 0.156 -0.075 0.201 0.134
H 0.0788 -9.6933 -9.5695 -0.217 -0.174 0.146 0.101
H 2.1883 -8.8666 -11.0115 -0.457 0.011 0.121 0.067
H 2.8050 -8.1987 -9.4803 0.252 -0.130 -0.282 0.119
H 1.8331 -6.4703 -11.8358 -0.161 0.011 -0.268 0.120
H 3.4954 -6.8266 -11.5471 0.457 0.538 0.467 0.129
H 3.2416 -3.7020 -9.5890 -0.333 -0.236 0.049 0.092
H 3.1400 -3.9781 -11.3259 -0.046 0.017 -0.120 0.090
H 4.4041 -4.7398 -10.3602 -0.027 -0.492 -0.001 0.090
C 3.4717 -15.3789 -9.2831 -1.136 -0.621 0.737 -0.081
O 4.5212 -16.2439 -9.7426 1.029 0.427 0.063 -0.177
C 5.6209 -15.4988 -10.2234 -0.304 0.936 -0.751 -0.230
C 6.7752 -16.3624 -10.5660 0.834 -2.152 0.909 -0.092
N 6.2716 -17.5209 -11.4154 -0.381 1.129 -0.776 0.064
H 7.0224 -18.1858 -11.5347 -0.015 -0.551 0.254 0.175
H 5.4936 -17.8914 -10.8886 -0.420 -0.677 0.249 0.156
C 5.8136 -17.1626 -12.8180 0.190 -1.198 -0.474 -0.055
C 5.5200 -18.4544 -13.6651 -0.225 -0.378 0.971 -0.175
O 4.5700 -19.2760 -12.9435 0.721 -0.231 -0.671 -0.194
C 4.4834 -20.6352 -13.4690 -0.322 0.318 -0.108 -0.069
H 3.5536 -15.0582 -8.2446 0.956 0.136 0.085 0.091
H 2.6003 -16.0286 -9.2014 -0.173 0.142 -0.621 0.093
H 3.2840 -14.4869 -9.8809 0.114 -0.176 -0.369 0.004
H 5.9586 -14.6957 -9.5683 -0.149 -0.009 0.254 0.149
H 5.3489 -15.0437 -11.1758 -0.371 0.601 -0.010 0.128
H 7.1911 -16.8946 -9.7105 -0.380 0.000 0.506 0.138
H 7.7004 -15.9378 -10.9558 -0.620 0.560 -0.751 0.145
H 6.7063 -16.6235 -13.1350 -0.471 0.174 -0.911 0.137
H 4.9032 -16.5637 -12.8450 0.307 0.179 0.575 0.141
H 6.4220 -19.0347 -13.8593 0.365 -0.057 0.267 0.116
H 5.1507 -18.2080 -14.6606 -0.227 0.429 0.068 0.131
H 5.4623 -21.0958 -13.6021 0.168 0.122 0.270 0.086
H 3.9686 -20.7178 -14.4262 0.081 0.667 -0.301 0.088
H 3.8550 -21.2573 -12.8317 0.315 0.400 0.534 0.092
```
Positions in Å, forces in eV/Å.

Properties
largest force on an atom: 2.48 eV/A
orbital gap: 6.86 eV
ΔE to the lowest compared entry with this formula, charge and spin: 196.2 kJ/mol
charge: +1
E_tot: -94166.5922 eV
E_LUMO: -2.37 eV

(2)
ORCA calculation (ωB97M-V with the def2-TZVPD basis set) on a structure of composition C12H32CdIO4 at a distorted geometry.

```
50
Properties=species:S:1:pos:R:3:forces:R:3:lowdin_charge:R:1
Cd 0.8576 0.2565 0.6611 1.865 -0.719 0.677 1.171
I 3.4020 -0.7083 0.9800 -0.214 0.264 0.177 -0.068
C -1.7926 -1.9683 3.5807 0.430 0.057 -0.428 -0.031
C -0.5793 -1.0592 3.4572 -0.206 -0.158 0.761 -0.473
C 0.5118 -1.3565 4.4548 -0.042 -0.605 0.199 -0.045
O -0.0150 -1.1690 2.1237 -0.908 -0.076 0.252 -0.225
H -1.4539 -2.9893 3.3808 -0.239 -0.087 0.103 0.095
H -2.5457 -1.6912 2.8425 -0.078 -0.114 0.029 0.068
H -2.2365 -1.9266 4.5717 0.061 0.015 0.063 0.096
H -0.8882 -0.0208 3.6138 0.074 0.049 -0.506 0.139
H 0.1642 -1.2691 5.4855 -0.038 0.418 -0.069 0.094
H 1.3601 -0.7053 4.2559 0.131 -0.105 0.224 0.078
H 0.8085 -2.4085 4.3832 0.222 0.121 -0.257 0.095
H 0.0716 -2.0974 1.8718 0.133 0.002 0.302 0.096
C 1.8658 -1.9525 -2.8184 0.574 -0.047 -0.200 -0.051
C 0.5425 -1.3223 -2.3986 0.361 -0.373 -0.718 -0.457
C -0.6242 -2.1301 -2.9606 -0.006 0.555 0.074 -0.038
O 0.4628 -1.2627 -0.9580 -0.604 -0.991 -0.603 -0.225
H 2.7430 -1.4785 -2.3790 -0.195 0.102 0.327 0.048
H 2.0599 -1.9248 -3.8944 -0.471 0.168 -0.026 0.092
H 1.9080 -3.0135 -2.5574 -0.152 0.045 0.195 0.093
H 0.4690 -0.2867 -2.7390 0.127 -0.019 0.055 0.132
H -0.7065 -3.0947 -2.4536 0.044 -0.048 -0.096 0.092
H -0.4588 -2.2960 -4.0243 -0.031 -0.132 0.028 0.093
H -1.5652 -1.5889 -2.8551 -0.053 -0.089 0.099 0.075
H 0.2388 -2.1687 -0.6984 0.189 0.213 0.217 0.095
C -3.2390 1.9710 0.7696 -0.034 0.333 0.477 -0.037
C -2.5225 0.6405 0.7816 -0.068 -0.778 -0.207 -0.430
C -3.2964 -0.4369 0.0125 0.635 0.218 0.143 -0.033
O -1.1834 0.7684 0.1921 -1.662 0.986 -0.566 -0.184
H -2.6340 2.7946 1.1542 0.175 -0.155 0.014 0.090
H -4.1126 1.9261 1.4215 -0.063 -0.109 -0.102 0.097
H -3.5922 2.2570 -0.2234 0.059 -0.184 -0.091 0.093
H -2.2997 0.2601 1.7751 -0.197 0.305 0.189 0.106
H -3.4189 -0.1296 -1.0277 -0.247 0.048 0.020 0.086
H -4.2618 -0.6130 0.4818 -0.097 0.043 -0.115 0.094
H -2.7329 -1.3704 -0.0003 -0.022 -0.026 0.115 0.076
H -1.3557 1.2810 -0.6119 0.386 -0.159 0.028 0.098
C 3.2472 1.7550 -2.2575 -0.238 -0.297 0.398 -0.056
C 2.5613 2.4818 -1.0967 0.856 0.609 -1.383 -0.463
C 2.2409 3.9204 -1.5080 -0.094 -0.043 0.392 -0.046
O 1.3120 1.8324 -0.7431 -0.057 1.066 -0.829 -0.221
H 2.6754 1.7410 -3.1891 -0.155 0.323 0.098 0.087
H 3.4155 0.7124 -1.9900 0.247 0.039 0.106 0.029
H 4.2001 2.2519 -2.4374 0.053 -0.142 -0.090 0.095
H 3.2555 2.4501 -0.2596 -0.455 -0.134 0.376 0.116
H 1.7230 3.9193 -2.4719 -0.029 0.050 0.032 0.089
H 3.1349 4.5330 -1.6164 0.108 -0.194 -0.069 0.095
H 1.6211 4.4249 -0.7629 -0.034 -0.076 -0.003 0.087
H 0.6629 2.2615 -1.3186 -0.041 -0.167 0.188 0.093
```
Positions in Å, forces in eV/Å.

Properties
largest force on an atom: 2.11 eV/A
orbital gap: 8.23 eV
ΔE to the lowest compared entry with this formula, charge and spin: 23.0 kJ/mol
charge: +1
E_tot: -33813.6463 eV
E_LUMO: -2.96 eV